Density functional theory data (the ωB97M-V functional and the def2-TZVPD basis) for a structure of composition CF3HoNNaO4S3 at a distorted geometry.

Geometry as XYZ:
```
14
Properties=species:S:1:pos:R:3:lowdin_spin:R:1
Na 1.32 0.63 2.08 0.000
N 0.42 -0.77 0.52 -0.006
S 0.15 -0.70 -0.93 -0.001
O -0.41 0.63 -1.47 -0.005
C 1.84 -0.61 -1.72 0.000
F 2.49 -1.74 -1.48 0.000
F 2.50 0.40 -1.14 0.000
F 1.76 -0.41 -3.03 0.000
Ho -1.28 1.46 0.42 4.022
S -1.86 1.25 3.28 0.002
O -0.62 1.90 2.35 -0.006
S -2.60 -0.63 1.79 0.001
O -2.89 0.47 0.62 -0.007
O -0.81 -1.86 -1.28 -0.001
```

## Properties
Highest occupied orbital energy (spin up / spin down) ... -8.0 / -8.0 eV
<S²> ... 6.00
Relative energy (zero: lowest compared OMol25 entry of this formula, charge and spin) ... 63.3 kJ/mol
2S+1 ... 5
LUMO level (spin up / spin down) ... -1.354 / -1.322 eV